Here is a single C20H23N3O3S molecule in a non-equilibrium geometry from OMol25. Energies are from ωB97M-V/def2-TZVPD.

Computed properties:
HOMO-LUMO gap in eV: 7.749
Total energy in a.u.: -1563.5802
Energy relative to the best compared isomer or geometry (same formula, charge and spin) in kJ/mol: 1580.78

CARTESIAN COORDINATES (ANGSTROEM)
C -0.89 -3.72 -1.96
C -1.25 -3.82 -0.60
H -2.20 -4.26 -0.54
H -0.59 -4.34 -0.01
O -1.62 -2.69 -0.21
C -0.75 -2.08 0.78
O 0.20 -2.73 1.25
C -1.03 -0.61 1.03
C -0.39 0.08 2.06
N -0.95 1.18 2.34
C -2.13 1.53 1.55
C -2.22 0.30 0.64
C -3.06 -0.16 -0.46
O -4.25 0.26 -0.16
C -2.49 -0.21 -1.85
H -1.90 -1.09 -1.64
H -3.23 -0.40 -2.42
S -1.47 1.20 -2.01
C 0.18 0.75 -1.51
N 0.44 -0.55 -1.41
C 1.64 -0.63 -0.98
C 2.43 -1.59 -0.50
C 3.70 -1.31 0.10
C 3.96 -0.09 0.66
C 3.18 1.10 0.02
C 2.09 0.70 -0.44
N 0.96 1.29 -0.80
C 0.85 3.05 -0.64
C 1.34 3.64 -1.66
H 2.51 3.39 -1.80
H 0.92 3.53 -2.74
H 1.29 4.71 -1.72
H 1.34 3.19 0.35
H -0.28 2.99 -0.55
H 3.40 1.86 0.61
H 4.99 0.22 1.06
H 4.43 -2.22 0.07
H 2.30 -2.66 -0.72
C -2.97 2.58 1.55
H -3.44 2.85 2.63
H -2.32 3.34 1.36
H -3.93 2.44 1.11
H -0.82 1.88 3.06
C 0.82 -0.46 2.96
H 0.99 -1.30 2.68
H 0.86 -0.22 3.98
H 1.80 0.17 2.66
H 0.03 -3.17 -2.07
H -0.60 -4.61 -2.49
H -1.88 -3.30 -2.63